[1]
C44H39N4O3P2SSr as an isolated structure in a non-equilibrium geometry, computed with ωB97M-V/def2-TZVPD.

Last column: Löwdin charge in e.
CARTESIAN COORDINATES (ANGSTROEM)
Sr  0.361  -0.066  0.316  1.289
O  -5.744  3.236  -1.687  0.003
C  -4.687  3.842  -1.629  -0.702
O  -4.323  4.984  -1.859  0.001
C  -3.472  2.899  -1.151  -0.047
C  -2.169  3.362  -1.217  0.070
C  -1.130  2.493  -0.883  -0.203
N  -1.389  1.284  -0.372  -0.037
C  -2.650  0.838  -0.267  -0.206
C  -3.719  1.608  -0.736  0.071
C  -2.850  -0.504  0.291  -0.205
C  -4.136  -1.046  0.448  0.026
C  -4.281  -2.349  0.875  -0.023
C  -3.142  -3.092  1.171  -0.031
C  -1.915  -2.475  1.027  -0.133
N  -1.757  -1.227  0.596  -0.044
C  0.286  2.876  -1.022  -0.205
C  0.660  4.113  -1.560  0.024
C  2.000  4.432  -1.664  -0.024
C  2.946  3.511  -1.235  -0.037
C  2.497  2.304  -0.732  -0.138
N  1.211  1.991  -0.625  -0.048
H  -2.036  4.384  -1.529  0.115
H  -4.740  1.268  -0.786  0.115
H  -5.013  -0.460  0.230  0.118
H  -5.260  -2.789  0.974  0.120
H  -3.204  -4.116  1.503  0.112
H  -1.005  -3.011  1.272  0.092
H  -0.084  4.813  -1.901  0.117
H  2.305  5.380  -2.075  0.119
H  4.002  3.718  -1.296  0.113
H  3.195  1.540  -0.405  0.121
N  1.307  -3.081  -1.063  -0.426
P  2.409  -2.488  0.112  0.945
C  3.779  -3.686  -0.147  -0.372
C  4.996  -3.476  0.492  -0.093
C  6.034  -4.377  0.325  -0.073
C  5.867  -5.497  -0.474  -0.070
C  4.645  -5.727  -1.083  -0.067
C  3.607  -4.828  -0.921  -0.126
C  1.723  -3.283  1.615  -0.386
C  1.360  -4.628  1.602  -0.091
C  0.783  -5.202  2.720  -0.059
C  0.594  -4.444  3.866  -0.063
C  1.004  -3.121  3.901  -0.072
C  1.561  -2.535  2.776  -0.119
P  0.608  -1.893  -2.105  0.923
C  2.151  -1.279  -2.867  -0.412
C  3.227  -2.132  -3.092  -0.092
C  4.400  -1.641  -3.632  -0.053
C  4.501  -0.302  -3.981  -0.062
C  3.415  0.542  -3.803  -0.074
C  2.243  0.059  -3.244  -0.120
C  0.109  -3.035  -3.452  -0.355
C  0.214  -2.608  -4.774  -0.087
C  -0.062  -3.484  -5.808  -0.066
C  -0.450  -4.785  -5.534  -0.072
C  -0.575  -5.208  -4.221  -0.076
C  -0.309  -4.334  -3.181  -0.102
H  0.571  -3.630  -0.622  0.027
H  5.134  -2.609  1.124  0.103
H  6.979  -4.209  0.819  0.107
H  6.682  -6.190  -0.621  0.109
H  4.497  -6.611  -1.686  0.110
H  2.662  -5.011  -1.410  0.092
H  1.553  -5.229  0.725  0.103
H  0.491  -6.241  2.700  0.113
H  0.150  -4.895  4.740  0.111
H  0.899  -2.551  4.812  0.103
H  1.916  -1.509  2.798  0.087
H  3.138  -3.184  -2.868  0.093
H  5.236  -2.308  -3.787  0.113
H  5.420  0.080  -4.397  0.109
H  3.479  1.579  -4.101  0.108
H  1.381  0.709  -3.133  0.099
H  0.521  -1.593  -4.991  0.107
H  0.034  -3.157  -6.830  0.110
H  -0.656  -5.471  -6.341  0.109
H  -0.877  -6.221  -4.003  0.107
H  -0.430  -4.674  -2.161  0.091
O  0.556  0.836  2.283  -0.782
S  -0.684  1.143  3.062  0.977
C  -0.634  2.948  3.403  -0.281
C  -0.876  3.102  4.894  -0.228
C  -0.006  2.045  5.565  -0.221
C  -0.259  0.744  4.816  -0.279
H  -1.381  3.449  2.792  0.098
H  0.362  3.278  3.112  0.108
H  -1.928  2.926  5.128  0.123
H  -0.622  4.105  5.235  0.126
H  -0.243  1.944  6.624  0.123
H  1.043  2.336  5.483  0.122
H  -1.122  0.206  5.207  0.095
H  0.604  0.081  4.796  0.086

Properties
Total charge: +1
DFT total energy in Eh: -3256.35943

[2]
One molecule with the formula C3H3N3O2 in a non-equilibrium geometry, computed with ωB97M-V/def2-TZVPD.

Last column: natural (NBO) charge in e.
CARTESIAN COORDINATES (ANGSTROEM)
O  -2.104  -0.204  0.678  -0.529
C  -1.154  -0.234  -0.111  0.717
N  -0.935  0.815  -1.031  -0.436
C  0.055  1.415  -0.528  0.255
N  0.628  1.031  0.803  -0.438
C  1.095  -0.177  0.587  0.332
O  0.941  -0.894  -0.696  -0.381
N  -0.293  -1.387  -0.552  -0.304
H  0.478  2.470  -0.910  0.214
H  1.644  -0.936  1.440  0.229
H  -0.356  -1.899  0.320  0.342

Properties
DFT total energy in Eh: -430.69726
Structure (SMILES): O=C1N=CN=CON1

[3]
C26H20N5O6Pd as an isolated structure, computed with ωB97M-V/def2-TZVPD.

Last column: Mulliken spin population.
CARTESIAN COORDINATES (ANGSTROEM)
Pd  -2.278  -0.408  -0.838  1.657
O  -2.833  -1.329  6.710  0.022
C  -3.318  -2.303  6.305  -0.015
O  -3.807  -3.291  5.946  0.024
C  -2.924  -1.568  3.835  0.810
C  -2.283  -0.375  3.650  0.002
C  -2.118  0.006  2.323  0.019
N  -2.570  -0.751  1.328  0.148
C  -3.179  -1.915  1.566  0.011
C  -3.393  -2.393  2.849  0.036
C  -3.610  -2.694  0.352  0.027
O  -4.174  -3.745  0.422  0.063
O  -3.317  -2.109  -0.813  0.418
H  -1.918  0.235  4.465  0.033
H  -1.605  0.920  2.054  0.018
H  -3.886  -3.341  3.016  0.037
C  -3.407  4.875  -2.106  0.001
N  -3.648  3.490  -1.705  0.003
C  -4.869  2.866  -1.631  -0.001
C  -4.630  1.589  -1.235  -0.001
N  -3.273  1.441  -1.063  0.179
C  -2.711  2.598  -1.365  -0.007
H  -4.365  5.348  -2.297  0.000
H  -2.809  4.901  -3.014  0.000
H  -2.899  5.411  -1.308  0.000
H  -5.786  3.378  -1.863  0.001
H  -5.324  0.785  -1.061  0.003
H  -1.655  2.811  -1.347  0.000
O  -0.902  -0.058  -2.734  0.096
C  0.044  -0.173  -1.933  0.031
N  1.358  -0.202  -2.129  0.013
C  2.090  -0.407  -0.867  0.026
C  0.899  -0.466  0.141  0.009
O  0.952  -0.613  1.331  0.047
N  -0.256  -0.293  -0.599  0.287
C  2.885  -1.715  -0.896  -0.002
C  3.054  -2.487  0.247  0.002
C  3.827  -3.639  0.200  -0.001
C  4.441  -4.027  -0.979  0.001
C  4.286  -3.252  -2.119  -0.001
C  3.515  -2.101  -2.075  0.002
C  3.018  0.773  -0.565  0.002
C  3.624  1.457  -1.614  0.002
C  4.522  2.482  -1.361  -0.001
C  4.827  2.833  -0.055  0.001
C  4.233  2.148  0.993  -0.001
C  3.335  1.120  0.744  0.002
H  1.762  -0.234  -3.048  -0.004
H  2.592  -2.192  1.178  0.000
H  3.948  -4.234  1.096  0.000
H  5.041  -4.927  -1.012  0.000
H  4.768  -3.538  -3.044  0.000
H  3.431  -1.508  -2.978  0.000
H  3.411  1.200  -2.644  0.000
H  4.988  3.002  -2.188  0.000
H  5.530  3.631  0.144  0.000
H  4.473  2.407  2.016  0.000
H  2.896  0.581  1.570  0.000

Properties
Total charge: +1
DFT total energy in Eh: -1855.59537
Multiplicity: 5
Expectation value of S²: 6.0169

[4]
A 2-piece molecular cluster, C2H2BrF2NO2 overall in a non-equilibrium geometry, computed with ωB97M-V/def2-TZVPD.

Last column: natural (NBO) charge in e.
CARTESIAN COORDINATES (ANGSTROEM)
C  -0.820  0.001  -0.361  -0.335
C  0.998  0.941  0.073  0.676
N  -0.728  -1.275  0.216  0.485
O  -1.478  -1.461  1.136  -0.377
O  0.222  -1.981  -0.052  -0.394
F  0.744  2.045  -0.501  -0.307
F  0.958  1.137  1.324  -0.299
Br  2.517  -0.025  -0.553  0.099
H  -0.776  0.100  -1.416  0.222
H  -1.636  0.517  0.133  0.229

Properties
DFT total energy in Eh: -3056.21221

[5]
One molecule with the formula C5H7ClSe in a non-equilibrium geometry, computed with ωB97M-V/def2-TZVPD.

Last column: natural (NBO) charge in e.
CARTESIAN COORDINATES (ANGSTROEM)
C  -0.607  -0.974  -0.612  0.132
C  -1.645  -1.440  -1.194  -0.304
C  0.726  -0.895  -0.185  -0.546
C  -1.419  0.849  1.506  -0.642
C  1.146  0.528  0.282  -0.525
Cl  -3.306  -0.923  -0.927  -0.048
Se  0.280  0.941  2.038  0.381
H  -1.664  -2.124  -1.934  0.203
H  0.755  -1.500  0.854  0.256
H  1.380  -1.199  -1.060  0.251
H  -1.485  1.479  0.679  0.197
H  -2.159  0.459  2.115  0.212
H  2.185  0.521  0.345  0.219
H  0.938  1.303  -0.435  0.214

Properties
DFT total energy in Eh: -3056.13501